Record 1
C12H38BBr2N6O3P3 | ωB97M-V/def2-TZVPD

**HOMO**: -8.1 eV
**Orbital gap**: 7.32 eV
**Calculated total energy**: -196769.991 eV
**SMILES**: CN(C)P(=O)(N(C)C)N(C)C.CN(C)P(=O)(N(C)C)N(C)C.OP(Br)BBr

Element x y z (Å)
O 1.413953 5.482121 3.038200
P 0.448661 6.805336 2.865692
Br 1.507997 8.314177 1.587312
B -1.014015 6.036468 1.825142
Br -2.749118 6.253030 2.638385
H 1.638286 5.121922 2.162435
H -0.877096 5.451236 0.804368
O 2.342504 3.157123 -0.063300
P 2.744265 1.696191 -0.101076
N 4.314116 1.983292 0.583941
C 5.566575 1.366678 0.197616
C 4.335369 2.524760 1.938245
N 2.838175 1.531416 -1.806423
C 3.995642 1.055492 -2.534120
C 2.120680 2.510476 -2.609863
N 2.951654 -0.035058 0.069411
C 1.832763 -0.813406 -0.534554
C 3.025493 -0.498914 1.474915
H 5.580693 0.273052 0.311252
H 6.387000 1.755596 0.800853
H 5.834466 1.611419 -0.829484
H 4.142721 1.760593 2.705390
H 3.580454 3.302395 2.055569
H 5.294640 2.990681 2.163824
H 4.734444 1.852090 -2.690312
H 3.695062 0.688711 -3.520935
H 4.472919 0.209863 -2.042713
H 2.664328 3.460126 -2.683330
H 1.135953 2.711724 -2.197031
H 1.964514 2.126993 -3.621338
H 0.874090 -0.572102 -0.071182
H 2.011991 -1.881992 -0.418395
H 1.744911 -0.633128 -1.601646
H 2.188116 -0.135392 2.074251
H 3.954754 -0.186985 1.948001
H 3.023861 -1.586773 1.511364
O -1.251598 -2.020313 0.297418
P -2.738875 -2.239211 0.220571
N -2.736115 -3.960142 0.152274
C -3.597193 -4.806967 -0.648845
C -2.159911 -4.643818 1.305169
N -2.983630 -1.568528 -1.341625
C -3.700618 -2.216907 -2.420444
C -1.918703 -0.738517 -1.888245
N -4.457279 -2.120814 0.520783
C -4.942758 -0.715031 0.541006
C -4.883292 -2.703057 1.815495
H -4.667606 -4.692565 -0.427147
H -3.354283 -5.857384 -0.491254
H -3.444299 -4.640997 -1.714356
H -2.845398 -4.679138 2.164334
H -1.247917 -4.143342 1.633361
H -1.879194 -5.667422 1.058351
H -3.066878 -2.933587 -2.958478
H -4.042457 -1.472411 -3.146268
H -4.601780 -2.719489 -2.073285
H -1.093256 -1.339599 -2.290037
H -1.517236 -0.066891 -1.134443
H -2.306120 -0.109806 -2.693526
H -4.454457 -0.127136 1.323320
H -6.018915 -0.697839 0.712981
H -4.773247 -0.219224 -0.409196
H -4.302398 -2.313728 2.655205
H -4.800950 -3.788826 1.808594
H -5.934458 -2.486524 1.997826

Forces on atoms 1 to 2 (eV/Å):
O -0.07 0.35 -1.16
P -0.26 0.29 1.94

=====

Record 2
C12H38BrN10O6 | ωB97M-V/def2-TZVPD

**HOMO**: -7.1 eV
**Orbital gap**: 9.70 eV
**Energy relative to the best compared isomer or geometry (same formula, charge and spin)**: 0.287 eV
**Calculated total energy**: -110296.369 eV
**Net charge**: -1

Element x y z (Å)
Br -9.899316 -11.529414 -18.087287
C -15.274885 -12.111829 -19.165072
C -13.962453 -11.612672 -18.583325
C -14.146720 -10.568663 -17.488911
O -14.609172 -9.331778 -17.987559
C -14.743938 -8.346574 -16.981829
N -13.208887 -12.755065 -18.049493
H -15.845493 -12.610931 -18.378230
H -15.113447 -12.742371 -20.038671
H -15.935275 -11.297772 -19.477700
H -13.375204 -11.106055 -19.362880
H -13.162243 -10.372021 -17.045184
H -14.844660 -10.969452 -16.744189
H -13.845003 -8.365269 -16.359887
H -15.609224 -8.612635 -16.365933
H -14.912487 -7.344148 -17.364362
H -12.267001 -12.390338 -17.889289
H -13.098207 -13.482792 -18.744132
C -9.605600 -9.842817 -22.615083
C -9.018210 -8.692351 -21.763503
C -10.167936 -7.842285 -21.218464
O -10.950649 -7.348561 -22.278299
C -12.257226 -7.007346 -21.892748
N -8.313731 -9.284441 -20.605020
H -10.076260 -10.642548 -22.036177
H -8.899472 -10.389167 -23.246191
H -10.364146 -9.406943 -23.272061
H -8.313043 -8.115784 -22.363838
H -9.820894 -7.062467 -20.532871
H -10.821707 -8.517597 -20.644476
H -12.790297 -6.484312 -22.682880
H -12.217294 -6.291924 -21.060172
H -12.831657 -7.864231 -21.528634
H -7.596564 -9.901014 -20.971517
H -9.020935 -9.899545 -20.211920
C -7.127744 -14.229148 -16.110492
O -6.336598 -15.029975 -15.627110
N -8.441557 -14.087730 -15.743166
N -6.848162 -13.371783 -17.129343
H -9.002545 -13.358810 -16.151212
H -8.804108 -14.618798 -14.975254
H -5.899298 -13.297221 -17.439197
H -7.621326 -12.854102 -17.511690
C -10.574108 -11.106803 -13.913942
O -10.906827 -10.737047 -12.783212
N -11.013469 -12.289560 -14.457970
N -9.882104 -10.288503 -14.760419
H -11.522357 -12.883031 -13.833784
H -10.930517 -12.469121 -15.442777
H -9.866299 -10.644221 -15.710471
H -9.705901 -9.340000 -14.507604
C -9.826720 -14.571696 -20.885254
O -9.761506 -15.705357 -21.387029
N -8.754888 -13.790048 -20.632591
N -10.976061 -13.965155 -20.513701
H -9.022669 -13.040956 -20.006382
H -7.822397 -13.918683 -20.958301
H -10.888696 -13.081052 -20.027865
H -11.827358 -14.450382 -20.722385
C -10.057544 -7.015445 -17.594327
O -10.516947 -5.896571 -17.313946
N -10.864408 -8.089910 -17.683666
N -8.738244 -7.217542 -17.916122
H -11.819851 -8.005477 -17.409136
H -10.442454 -8.984778 -17.878202
H -8.460290 -8.092764 -18.329869
H -8.249501 -6.360554 -18.094810

Forces on atoms 1 to 2 (eV/Å):
Br 0.08 0.00 -0.02
C -0.46 0.67 0.23